This record from OMol25 describes a molecular structure, C49H45N4NbO2Te2 at a distorted geometry. The level of theory is the ωB97M-V functional and the def2-TZVPD basis.

As for the LUMO energy (spin up / spin down): -10.0200 / -10.4604 eV. The electronic energy comes out at -77708.3967 eV. Its spin multiplicity is 2. The net charge is +3.

Atoms and positions in Å:
Nb (1.468, 1.298, -0.920)
C (2.516, 4.565, -3.819)
C (2.540, 3.416, -2.913)
N (1.403, 2.953, -2.321)
N (0.218, 3.593, -2.539)
C (-0.769, 2.876, -2.058)
O (-0.589, 1.794, -1.338)
C (-2.132, 3.391, -2.379)
C (-3.093, 2.425, -2.622)
C (-4.330, 2.822, -3.106)
C (-4.650, 4.164, -3.122)
C (-3.730, 5.149, -2.813)
C (-2.444, 4.735, -2.491)
C (3.633, 2.528, -2.722)
C (4.876, 2.562, -3.331)
C (5.843, 1.580, -3.081)
C (5.574, 0.623, -2.111)
C (4.317, 0.597, -1.536)
N (3.385, 1.520, -1.813)
H (1.479, 4.917, -3.809)
H (2.769, 4.144, -4.814)
H (3.286, 5.328, -3.503)
H (-2.866, 1.346, -2.541)
H (-5.069, 2.089, -3.447)
H (-5.642, 4.462, -3.455)
H (-4.056, 6.208, -2.819)
H (-1.636, 5.461, -2.400)
H (5.134, 3.446, -3.950)
H (6.760, 1.588, -3.691)
H (6.347, -0.072, -1.912)
H (4.017, -0.149, -0.845)
Te (1.179, -1.210, -2.414)
C (-0.764, -2.223, -2.846)
C (-1.148, -3.432, -2.295)
C (-2.446, -3.878, -2.522)
C (-3.295, -3.269, -3.449)
C (-2.888, -2.095, -4.061)
C (-1.634, -1.570, -3.738)
C (2.453, -3.047, -2.165)
C (2.506, -3.620, -0.872)
C (3.351, -4.696, -0.643)
C (4.099, -5.270, -1.662)
C (3.917, -4.791, -2.949)
C (3.200, -3.615, -3.185)
H (-0.495, -3.964, -1.625)
H (-2.753, -4.829, -2.068)
H (-4.253, -3.714, -3.710)
H (-3.569, -1.593, -4.769)
H (-1.405, -0.573, -4.088)
H (1.902, -3.217, -0.096)
H (3.443, -5.047, 0.388)
H (4.797, -6.125, -1.503)
H (4.434, -5.256, -3.758)
H (3.160, -3.122, -4.171)
C (-5.201, 2.199, 4.164)
C (-4.235, 1.410, 3.354)
C (-2.986, 1.189, 3.929)
C (-2.004, 0.441, 3.228)
C (-0.628, 0.251, 3.744)
C (-2.370, -0.100, 1.970)
Te (-0.922, -1.339, 0.953)
N (1.805, 1.757, 0.784)
C (2.163, 2.818, 1.596)
O (2.043, 3.976, 1.197)
C (2.784, 2.545, 2.951)
C (2.882, 1.308, 3.598)
C (3.395, 1.203, 4.837)
C (3.978, 2.305, 5.422)
C (3.987, 3.522, 4.781)
C (3.401, 3.640, 3.522)
C (-0.744, -3.014, 2.275)
C (0.462, -3.219, 2.930)
C (0.698, -4.433, 3.597)
C (-0.208, -5.484, 3.423)
C (-1.417, -5.263, 2.727)
C (-1.752, -4.009, 2.225)
C (-3.072, -3.786, 1.501)
C (-3.600, 0.178, 1.368)
C (-3.918, -0.315, -0.028)
C (-4.528, 0.956, 2.078)
H (-5.669, 1.504, 4.866)
H (-5.992, 2.611, 3.503)
H (-4.695, 2.960, 4.735)
H (-2.765, 1.583, 4.926)
H (-0.559, 0.546, 4.789)
H (0.108, 0.773, 3.137)
H (-0.309, -0.813, 3.730)
H (2.575, 0.433, 3.032)
H (3.432, 0.236, 5.320)
H (4.560, 2.167, 6.321)
H (4.437, 4.364, 5.270)
H (3.469, 4.534, 2.905)
H (1.279, -2.435, 2.919)
H (1.534, -4.483, 4.264)
H (0.043, -6.495, 3.782)
H (-2.133, -6.036, 2.593)
H (-3.769, -4.644, 1.660)
H (-2.948, -3.729, 0.419)
H (-3.621, -2.922, 1.860)
H (-3.000, -0.480, -0.620)
H (-4.467, 0.450, -0.613)
H (-4.436, -1.269, -0.039)
H (-5.440, 1.210, 1.542)

Cartesian forces, eV/Å:
-2.394 0.778 1.065
0.442 0.107 -0.015
-3.688 -0.521 0.991
2.356 0.835 -0.274
0.151 -0.670 -0.016
-0.595 2.062 -0.558
2.465 -0.704 0.452
0.466 -1.285 0.648
-0.519 -0.956 -0.529
-0.250 -0.615 0.278
-0.801 0.382 -0.572
-0.004 0.174 0.293
0.720 1.092 -0.246
1.792 -1.693 1.242
0.052 1.356 -0.443
-0.431 0.371 -0.235
-0.019 0.503 -1.026
0.253 0.949 -0.321
0.340 0.132 -0.626
0.538 0.434 -0.220
-0.020 0.588 0.241
-0.893 -0.617 -0.482
-0.012 0.706 -0.009
0.300 0.245 0.277
0.109 -0.057 0.110
0.580 -0.784 -0.082
-0.280 -0.094 0.274
-0.302 -0.889 0.147
-0.338 -0.021 0.697
0.261 -0.862 0.515
0.003 -0.732 0.735
-0.033 -2.285 -1.037
-0.278 0.962 -0.552
-0.006 0.488 0.744
-0.170 -1.148 -0.494
0.240 -0.097 0.237
-0.016 0.061 -0.079
0.177 0.693 0.537
-0.168 0.163 1.508
0.206 0.338 -1.413
0.109 0.045 0.904
0.007 -0.666 -0.272
0.308 0.796 0.254
-0.819 0.811 -0.969
0.133 -0.270 0.122
0.137 0.465 -0.141
0.166 0.086 0.237
0.653 -0.164 0.414
0.251 -0.035 -0.316
-0.301 0.214 0.738
-0.052 -0.072 -0.355
-0.788 0.800 0.054
0.260 -0.162 -0.502
0.195 -0.654 0.387
-1.020 -0.341 -0.743
0.104 0.536 0.377
1.421 -1.207 -0.903
-1.271 0.154 0.036
0.470 -0.862 0.530
0.438 0.070 0.315
-1.130 0.215 1.230
-0.642 -1.537 -3.296
1.073 2.575 1.808
-0.193 -1.918 -0.050
0.081 -0.131 -0.960
-1.383 -0.152 -2.265
0.632 -0.895 0.872
0.560 0.104 0.469
-0.270 0.207 -0.413
0.222 0.625 0.220
-0.202 -0.185 -0.451
1.060 0.510 0.143
-0.956 0.416 -0.499
-0.159 -0.015 -0.278
0.988 0.819 0.627
0.248 0.339 -0.670
-0.411 -1.119 0.396
-0.160 0.050 -0.395
0.362 0.645 -0.450
0.716 -0.612 -0.886
-0.162 0.162 0.069
0.425 -0.026 0.647
-0.014 0.374 0.095
0.008 -0.102 -0.442
0.191 0.252 -0.067
0.056 0.376 0.106
-0.357 0.413 0.030
-0.269 -0.095 0.280
0.095 0.043 0.045
-0.285 0.164 0.337
0.292 0.305 -0.069
-0.158 0.063 0.569
-1.129 -0.919 0.164
0.487 -0.397 -0.039
-0.296 0.682 0.001
-0.393 -0.724 0.061
0.655 0.522 -0.014
0.127 0.203 -0.102
0.122 0.330 0.051
-0.067 0.037 0.191
-0.008 -0.535 0.490
-0.347 -0.014 0.073
-0.047 0.008 0.443

---

This record from OMol25 describes a molecular structure, C49H46AsN4O2SSiSr. The level of theory is the ωB97M-V functional and the def2-TZVPD basis.

As for the LUMO energy: 2.3609 eV. The electronic energy comes out at -142008.1987 eV. The net charge is -1.

Atoms and positions in Å:
Sr (0.483, 0.397, 0.390)
O (3.087, 3.804, 2.256)
C (2.563, 2.896, 1.632)
N (1.272, 2.461, 1.693)
C (0.584, 2.726, 2.833)
O (0.971, 3.154, 3.908)
C (-0.915, 2.424, 2.735)
C (-1.723, 2.838, 3.794)
C (-3.090, 2.678, 3.695)
C (-3.621, 2.120, 2.539)
C (-2.748, 1.709, 1.552)
N (-1.423, 1.837, 1.653)
C (3.438, 2.180, 0.608)
C (4.809, 2.416, 0.649)
C (5.622, 1.771, -0.264)
C (5.048, 0.921, -1.200)
C (3.676, 0.744, -1.167)
N (2.892, 1.348, -0.275)
H (-1.242, 3.285, 4.651)
H (-3.740, 2.996, 4.500)
H (-4.688, 2.001, 2.402)
H (-3.117, 1.273, 0.632)
H (5.189, 3.098, 1.395)
H (6.694, 1.926, -0.249)
H (5.646, 0.402, -1.936)
H (3.170, 0.091, -1.872)
C (1.719, -1.003, 2.364)
Si (1.039, -2.656, 2.487)
C (-0.860, -2.527, 2.286)
N (-1.349, -1.977, 1.006)
C (-2.777, -1.617, 1.109)
C (-3.704, -2.814, 0.916)
C (-3.592, -3.306, -0.537)
C (-2.236, -2.904, -1.130)
C (-1.151, -2.983, -0.067)
C (1.749, -3.810, 1.163)
C (1.376, -5.153, 1.069)
C (1.845, -5.965, 0.046)
C (2.708, -5.446, -0.910)
C (3.103, -4.119, -0.830)
C (2.628, -3.315, 0.199)
C (1.199, -3.616, 4.134)
C (1.972, -4.768, 4.291)
C (2.102, -5.400, 5.522)
C (1.452, -4.892, 6.637)
C (0.682, -3.743, 6.511)
C (0.564, -3.120, 5.278)
H (2.806, -0.917, 2.303)
H (1.358, -0.341, 3.162)
H (-1.165, -1.841, 3.085)
H (-1.347, -3.493, 2.509)
H (-3.015, -0.874, 0.343)
H (-2.932, -1.138, 2.077)
H (-4.732, -2.540, 1.163)
H (-3.415, -3.604, 1.613)
H (-4.399, -2.882, -1.141)
H (-3.709, -4.393, -0.572)
H (-2.264, -1.893, -1.537)
H (-1.963, -3.549, -1.966)
H (-0.161, -2.857, -0.509)
H (-1.169, -3.994, 0.368)
H (0.701, -5.573, 1.808)
H (1.534, -7.002, -0.010)
H (3.070, -6.074, -1.715)
H (3.771, -3.705, -1.575)
H (2.927, -2.273, 0.247)
H (2.490, -5.182, 3.433)
H (2.712, -6.291, 5.609)
H (1.549, -5.382, 7.598)
H (0.178, -3.330, 7.377)
H (-0.024, -2.210, 5.211)
S (0.080, -0.660, -2.394)
C (0.205, 0.172, -3.926)
C (0.363, -0.555, -5.114)
C (0.429, 0.082, -6.340)
C (0.341, 1.467, -6.423)
C (0.188, 2.206, -5.260)
C (0.116, 1.577, -4.022)
As (0.012, 2.527, -2.326)
C (-1.924, 2.554, -2.024)
C (-2.748, 1.528, -2.482)
C (-4.105, 1.531, -2.184)
C (-4.657, 2.563, -1.435)
C (-3.840, 3.585, -0.971)
C (-2.481, 3.571, -1.253)
C (0.215, 4.375, -2.951)
C (1.429, 5.000, -2.688)
C (1.663, 6.304, -3.107)
C (0.676, 6.999, -3.789)
C (-0.545, 6.389, -4.049)
C (-0.772, 5.086, -3.632)
H (0.432, -1.634, -5.049)
H (0.553, -0.508, -7.241)
H (0.395, 1.965, -7.383)
H (0.131, 3.286, -5.315)
H (-2.325, 0.719, -3.064)
H (-4.733, 0.726, -2.546)
H (-5.717, 2.567, -1.212)
H (-4.257, 4.387, -0.374)
H (-1.850, 4.366, -0.870)
H (2.197, 4.464, -2.139)
H (2.612, 6.779, -2.892)
H (0.853, 8.017, -4.112)
H (-1.320, 6.930, -4.578)
H (-1.726, 4.613, -3.835)

Cartesian forces, eV/Å:
-0.098 -0.183 -0.087
0.002 -0.010 -0.031
0.007 0.170 -0.009
0.151 -0.040 0.239
-0.194 0.045 -0.053
0.099 -0.033 -0.011
-0.087 0.167 0.254
0.061 -0.021 -0.105
-0.063 -0.001 -0.003
-0.022 0.005 0.023
0.063 -0.024 0.003
0.082 -0.046 -0.224
0.134 -0.020 0.067
-0.026 0.004 -0.118
0.007 -0.024 -0.017
-0.006 0.054 0.032
-0.024 -0.046 -0.055
-0.134 -0.096 0.082
0.008 0.004 0.009
-0.003 0.003 0.002
-0.003 -0.002 0.003
-0.015 -0.016 -0.007
0.001 0.011 0.002
0.002 0.002 0.002
-0.002 -0.003 -0.006
0.002 -0.010 0.001
-0.109 -0.043 -0.194
0.169 0.188 0.021
0.053 -0.009 0.011
-0.031 0.007 0.061
-0.037 -0.015 0.004
0.002 0.016 0.000
0.004 -0.007 -0.011
-0.006 0.024 0.014
0.018 -0.009 -0.074
-0.003 0.009 0.048
-0.017 -0.005 -0.051
-0.015 -0.015 0.006
0.012 0.003 0.001
0.008 0.005 0.002
-0.023 0.003 -0.016
-0.076 -0.047 -0.072
0.017 0.008 0.022
0.000 -0.006 0.007
0.000 -0.005 -0.005
-0.012 0.010 0.002
0.001 0.002 0.005
0.030 -0.043 0.024
-0.003 0.019 0.018
-0.002 0.024 0.014
0.003 -0.007 0.010
0.015 0.036 -0.023
0.005 0.000 -0.002
0.006 0.001 0.008
-0.001 -0.003 0.005
-0.001 -0.009 -0.009
-0.007 0.003 -0.002
-0.007 -0.010 -0.003
0.007 -0.013 0.004
-0.025 0.007 -0.021
0.013 -0.004 0.023
-0.016 0.001 -0.019
0.000 -0.007 -0.001
0.003 -0.008 -0.011
0.004 0.001 -0.006
0.011 0.008 0.007
0.019 0.003 0.031
0.007 -0.005 0.007
0.004 -0.003 0.007
0.000 -0.001 0.005
-0.010 0.016 -0.003
0.085 -0.197 0.035
-0.012 0.256 0.079
0.008 0.034 -0.037
-0.004 -0.014 0.013
0.006 0.001 -0.020
0.000 0.034 0.021
0.024 -0.152 0.047
0.036 0.058 0.102
-0.082 -0.086 -0.056
0.011 0.006 -0.004
-0.017 0.008 0.020
0.002 -0.012 -0.019
-0.014 0.008 -0.005
0.033 0.046 0.006
-0.056 0.030 -0.011
0.015 -0.038 0.022
0.015 0.014 0.005
-0.015 0.011 -0.012
0.021 0.009 0.010
0.005 -0.061 0.005
-0.002 -0.005 0.006
-0.002 0.004 -0.002
-0.001 0.011 0.004
0.007 -0.016 -0.026
0.002 0.007 -0.003
-0.002 0.000 0.000
-0.007 0.003 0.004
0.000 0.006 0.003
-0.002 -0.003 -0.006
0.003 0.016 -0.007
0.000 -0.007 0.003
0.001 0.002 0.000
-0.005 -0.004 -0.001
-0.008 0.018 -0.013